(1)
{
  "formula": "C9H13BF2O2",
  "method": "ωB97M-V/def2-TZVPD",
  "elements": ["C", "C", "C", "C", "B", "O", "O", "C", "F", "C", "C", "C", "C", "F", "H", "H", "H", "H", "H", "H", "H", "H", "H", "H", "H", "H", "H"],
  "xyz": [[-3.5275, 0.2942, -0.8235], [-2.2308, 0.4566, -0.1287], [-1.0386, -0.0617, -0.9727], [0.3905, -0.1281, -0.2267], [0.5377, -1.4005, 0.8637], [1.4546, -2.3249, 0.5895], [-0.2123, -1.3550, 1.9985], [1.5118, -0.2134, -1.1884], [1.1221, -0.5091, -2.4271], [2.7414, 0.1566, -0.8665], [2.9686, 0.7013, 0.4775], [2.0293, 1.0625, 1.2997], [0.5868, 1.1005, 0.6936], [0.4923, 2.3272, -0.1231], [-3.7971, 1.1529, -1.5126], [-4.4205, -0.0144, -0.2885], [-3.3010, -0.5021, -1.5472], [-2.1240, -0.0703, 0.7654], [-2.0595, 1.5510, 0.0921], [-0.9298, 0.5463, -1.8575], [-1.3238, -1.0068, -1.4302], [1.6653, -3.0395, 1.1693], [0.0400, -2.1325, 2.5419], [3.5728, 0.0469, -1.6290], [3.9021, 0.7069, 0.8714], [2.1775, 1.4252, 2.3098], [-0.2277, 1.2306, 1.3494]],
  "forces_ev_per_angstrom": [[-0.7, -0.2, -2.7], [2.0, 2.2, -0.3], [0.6, 0.4, 0.3], [-1.8, -0.3, 1.1], [-0.6, 2.0, -0.9], [0.7, -0.4, -1.1], [0.2, -1.0, 0.6], [-0.5, 1.2, 0.3], [0.5, -0.7, -0.5], [1.4, 0.0, -1.2], [-0.6, -1.4, -1.7], [-3.9, 0.9, 0.2], [1.8, 0.6, -1.7], [0.2, -1.1, 0.7], [0.3, -0.7, 1.1], [0.2, 0.2, 0.4], [-0.7, -0.2, 0.0], [-0.5, -0.8, 1.8], [0.0, -1.1, 0.0], [0.2, 0.6, -0.2], [0.2, -0.5, 0.4], [0.0, -0.6, 0.7], [-0.5, 0.7, -0.1], [-1.1, 0.3, 1.2], [3.1, 0.0, 0.7], [0.2, 0.0, -0.2], [-0.6, -0.2, 1.1]],
  "lowdin_charge": [-0.116, -0.266, -0.106, -0.171, -0.630, 0.237, 0.191, -0.271, 0.100, 0.008, -0.083, -0.008, -0.180, -0.056, 0.098, 0.069, 0.065, 0.078, 0.128, 0.113, 0.111, 0.108, 0.129, 0.143, 0.077, 0.114, 0.118],
  "total_energy_ha": -725.84508,
  "smiles": "CCC[C@@]1(B(O)O)C(F)=CC=C[C@H]1F",
  "e_homo_ev": -8.560,
  "total_charge": 0,
  "de_lowest_kj_mol": 47.67,
  "gap_ev": 8.574,
  "max_force_ev_per_a": 3.96
}

***

(2)
{
  "formula": "C8H19NO5P2S",
  "method": "ωB97M-V/def2-TZVPD",
  "elements": ["C", "N", "C", "C", "O", "C", "P", "P", "O", "O", "S", "H", "H", "H", "H", "H", "H", "H", "H", "H", "H", "H", "C", "C", "O", "C", "C", "O", "H", "H", "H", "H", "H", "H", "H", "H"],
  "xyz": [[3.0668, -2.9007, -1.1741], [3.0498, -1.3941, -1.3143], [3.4019, -0.9697, -2.7473], [1.7400, -0.7781, -0.8590], [1.7098, -0.0420, 0.2868], [0.4296, -1.0033, -1.8240], [-1.2482, -0.7741, -0.8638], [-2.6574, -2.0121, -2.0587], [-2.0268, -3.6639, -1.9822], [-2.4105, -1.4673, -3.7312], [-4.5000, -1.8465, -1.4553], [4.1746, -3.1879, -0.8390], [2.8262, -3.4838, -2.1789], [2.3008, -3.3164, -0.3716], [4.5929, -1.0259, -2.7951], [2.9879, -1.7623, -3.5072], [3.0864, 0.1375, -2.9930], [0.4312, -0.3641, -2.8066], [0.4278, -2.1457, -2.1504], [-1.6845, 0.5988, -0.9427], [-2.3211, -3.9838, -1.0714], [-1.9769, -0.5478, -3.6874], [-0.0731, 1.2265, 3.3534], [-0.5540, 1.8280, 2.0498], [-1.9728, 2.0749, 2.0901], [-2.5448, 3.1779, 2.6135], [-1.7084, 4.1084, 3.4427], [-3.7491, 3.3832, 2.4710], [-0.2336, 1.9033, 4.1953], [0.9949, 0.9909, 3.3000], [-0.6244, 0.3082, 3.5790], [-0.0070, 2.7331, 1.7741], [-0.3884, 1.1089, 1.2406], [-1.8285, 3.8521, 4.4984], [-2.0585, 5.1341, 3.2761], [-0.6524, 4.1037, 3.1824]],
  "forces_ev_per_angstrom": [[0.6, -1.2, 0.3], [-2.4, 0.5, -0.5], [1.2, -0.4, 0.0], [0.3, 3.2, 4.3], [-0.1, -4.9, -7.5], [0.2, -0.4, -0.3], [1.2, -0.9, 0.7], [0.0, -0.2, -2.0], [-1.1, 3.0, 1.0], [0.7, 0.1, 2.8], [1.3, -0.2, -0.3], [-2.5, 0.4, -0.7], [0.4, 1.3, 1.8], [1.7, 1.2, -1.5], [-2.6, 0.2, 0.0], [0.6, 1.7, 1.2], [0.5, -2.4, 0.6], [0.5, -1.2, 1.9], [0.1, 2.3, 0.6], [0.1, -0.7, -0.8], [0.3, 0.5, -1.6], [-1.0, -2.1, 0.1], [0.0, -0.1, 0.2], [0.1, -0.1, 0.2], [-0.4, 0.0, -0.4], [-1.9, 0.3, 0.0], [0.3, 0.6, -0.2], [2.3, -0.7, 0.0], [0.1, 0.0, -0.1], [-0.2, 0.0, -0.1], [0.1, 0.1, -0.2], [-0.1, 0.0, 0.1], [-0.2, 0.2, 0.2], [0.0, 0.0, -0.1], [-0.1, -0.3, 0.2], [0.0, -0.2, 0.1]],
  "lowdin_charge": [-0.127, -0.226, -0.112, -0.305, -0.047, -0.365, 0.747, 0.092, -0.329, -0.343, 0.205, 0.110, 0.092, 0.111, 0.111, 0.088, 0.108, 0.091, 0.095, -0.057, 0.074, 0.063, -0.062, -0.239, -0.016, -0.509, 0.002, 0.076, 0.066, 0.084, 0.088, 0.118, 0.058, 0.098, 0.095, 0.067],
  "total_energy_ha": -1827.98709,
  "smiles": "CN(C)C(=O)CPP(O)(O)=S.CCOC(C)=O",
  "e_homo_ev": -9.273,
  "total_charge": 0,
  "gap_ev": 9.044,
  "max_force_ev_per_a": 8.95
}

***

(3)
{
  "formula": "C3H3NO4",
  "method": "ωB97M-V/def2-TZVPD",
  "elements": ["O", "C", "O", "N", "C", "C", "O", "O", "H", "H", "H"],
  "xyz": [[1.9413, -0.6476, -0.6901], [1.6949, -0.4427, 0.5379], [0.8682, 0.5013, 1.0230], [0.4334, 1.3594, -0.1865], [-0.8759, 1.0829, -0.4402], [-1.5891, -0.1708, 0.0347], [-2.7070, -0.3304, 0.4417], [-0.7564, -1.2988, -0.1395], [2.4501, -0.6574, 1.3806], [-1.3923, 1.6307, -1.1649], [-0.0673, -1.0265, -0.7967]],
  "forces_ev_per_angstrom": [[-1.6, 0.2, 4.7], [3.6, 1.3, -2.6], [-0.4, 0.1, -2.6], [-5.1, -1.3, 0.8], [5.0, -0.7, 2.0], [0.3, -2.6, 0.3], [1.2, 1.1, -0.3], [-1.0, 1.9, -0.8], [-1.4, -0.7, -1.1], [-0.3, 1.2, -1.1], [-0.2, -0.6, 0.6]],
  "lowdin_charge": [0.006, -0.304, -0.051, 0.175, 0.044, -0.436, 0.146, 0.053, 0.173, 0.110, 0.083],
  "total_energy_ha": -471.72756,
  "smiles": "O=CO/N=C\\C(=O)O",
  "e_homo_ev": -11.258,
  "total_charge": 0,
  "de_lowest_kj_mol": 382.30,
  "gap_ev": 10.145,
  "max_force_ev_per_a": 5.39
}

***

(4)
{
  "formula": "C40H66BN8SbSi3Sr",
  "method": "ωB97M-V/def2-TZVPD",
  "elements": ["Sr", "C", "C", "C", "C", "C", "C", "N", "N", "B", "N", "C", "C", "C", "N", "C", "C", "C", "N", "C", "C", "C", "N", "C", "C", "C", "H", "H", "H", "H", "H", "H", "H", "H", "H", "H", "H", "H", "H", "H", "H", "H", "H", "H", "H", "H", "H", "H", "H", "H", "H", "H", "H", "H", "C", "Sb", "C", "C", "C", "C", "C", "C", "N", "Si", "C", "C", "C", "C", "C", "C", "C", "C", "C", "N", "Si", "C", "C", "C", "Si", "C", "C", "C", "H", "H", "H", "H", "H", "H", "H", "H", "H", "H", "H", "H", "H", "H", "H", "H", "H", "H", "H", "H", "H", "H", "H", "H", "H", "H", "H", "H", "H", "H", "H", "H", "H", "H", "H", "H", "H", "H"],
  "xyz": [[-0.1411, -0.9793, 0.0621], [3.1027, -6.1796, 0.2940], [2.0217, -5.4932, 1.1265], [2.6413, -4.5708, 2.1689], [0.9511, -4.8531, 0.2755], [0.4621, -5.3538, -0.9528], [-0.6601, -4.6136, -1.2100], [-0.8172, -3.7166, -0.2133], [0.1915, -3.8474, 0.7035], [-2.2205, -3.1932, 0.2332], [-2.7948, -2.3930, -0.9434], [-4.0676, -2.3316, -1.3601], [-4.1035, -1.6048, -2.5321], [-2.7678, -1.2389, -2.7670], [-1.9871, -1.7090, -1.7973], [-2.1855, -0.5156, -3.9466], [-3.2170, 0.3568, -4.6553], [-1.5726, -1.5229, -4.9248], [-2.0852, -2.3541, 1.5536], [-1.8562, -2.8841, 2.7828], [-2.4089, -2.0571, 3.7205], [-3.0000, -1.0109, 2.9733], [-2.8016, -1.1954, 1.6779], [-3.8061, 0.1445, 3.5010], [-4.2248, 1.1033, 2.3952], [-3.0642, 0.8771, 4.6203], [3.8083, -6.6878, 0.9530], [2.6852, -6.9274, -0.3804], [3.6610, -5.4552, -0.3019], [1.4869, -6.2822, 1.6697], [3.3852, -3.9166, 1.7117], [1.8872, -3.9546, 2.6591], [3.1517, -5.1638, 2.9294], [0.8676, -6.1493, -1.5530], [-1.3743, -4.6632, -2.0167], [-2.9636, -4.1193, 0.4481], [-4.8459, -2.8312, -0.8073], [-4.9662, -1.3887, -3.1381], [-1.3876, 0.1341, -3.5762], [-4.0164, -0.2530, -5.0828], [-3.6641, 1.0824, -3.9758], [-2.7457, 0.9016, -5.4745], [-2.3553, -2.1570, -5.3486], [-1.0718, -1.0066, -5.7460], [-0.8478, -2.1665, -4.4262], [-1.3274, -3.8165, 2.8862], [-2.4019, -2.1852, 4.7896], [-4.7125, -0.2900, 3.9384], [-3.3483, 1.5529, 1.9282], [-4.7895, 0.5916, 1.6163], [-4.8392, 1.9070, 2.8050], [-2.1554, 1.3421, 4.2361], [-3.6933, 1.6620, 5.0434], [-2.7804, 0.1995, 5.4264], [0.9678, 1.6351, -2.8725], [2.2420, 2.0001, -1.1520], [2.2814, -0.0083, -0.4698], [2.8567, -0.0393, 0.8552], [2.8755, -1.2163, 1.6424], [3.3885, -1.1993, 2.9195], [3.8905, -0.0094, 3.4382], [3.8098, 1.1105, 2.6308], [3.3017, 1.1213, 1.4012], [2.8712, -1.1844, -1.7681], [4.0976, -0.3947, -2.9628], [3.7507, -2.7007, -1.0872], [1.4327, -1.8698, -2.7815], [0.5729, 3.0769, -0.0451], [-0.7670, 2.7129, -0.6106], [-1.5754, 3.6256, -1.3013], [-2.8697, 3.3026, -1.6579], [-3.3773, 2.0626, -1.3112], [-2.5254, 1.1893, -0.6668], [-1.2551, 1.4736, -0.3518], [1.1593, 4.8704, -0.4021], [2.8726, 5.2205, 0.2881], [1.3237, 5.1936, -2.2561], [0.0389, 6.2051, 0.3206], [0.3495, 2.8286, 1.8350], [1.6805, 3.6603, 2.8599], [-1.2693, 3.6650, 2.3186], [0.1338, 1.0578, 2.4559], [1.5246, 1.1230, -3.6571], [0.6074, 2.5865, -3.2637], [0.1071, 1.0270, -2.5962], [2.4651, -2.1287, 1.2327], [3.3900, -2.1048, 3.5150], [4.3087, 0.0532, 4.4326], [4.1656, 2.0665, 3.0023], [4.9907, -0.0794, -2.4165], [3.7118, 0.4808, -3.4887], [4.4068, -1.1230, -3.7178], [4.5382, -2.4528, -0.3728], [4.2051, -3.2419, -1.9223], [3.0486, -3.3820, -0.6018], [0.7685, -1.0998, -3.1804], [0.8227, -2.5810, -2.2099], [1.8208, -2.4365, -3.6336], [-1.2012, 4.6078, -1.5352], [-3.4822, 4.0269, -2.1811], [-4.3949, 1.7688, -1.5272], [-2.8896, 0.2173, -0.3564], [3.5256, 4.3473, 0.2715], [2.8420, 5.6080, 1.3055], [3.3348, 5.9852, -0.3426], [2.1672, 4.6346, -2.6676], [1.5504, 6.2562, -2.3844], [0.4478, 4.9676, -2.8635], [0.2010, 6.2972, 1.3965], [-1.0267, 6.0431, 0.1586], [0.3065, 7.1661, -0.1279], [1.4822, 4.7298, 2.9570], [2.6753, 3.5313, 2.4411], [1.6719, 3.2320, 3.8658], [-1.1909, 4.7496, 2.2451], [-1.5126, 3.4257, 3.3579], [-2.1149, 3.3523, 1.7033], [0.9434, 0.3811, 2.1819], [-0.8461, 0.6668, 2.1636], [0.1362, 1.0860, 3.5491]],
  "forces_ev_per_angstrom": [[-0.2, 0.1, 0.0], [0.0, 0.0, 0.0], [0.0, 0.0, 0.0], [0.0, 0.0, 0.0], [0.0, 0.0, 0.0], [0.0, 0.0, 0.0], [0.0, 0.0, 0.0], [0.0, 0.1, 0.2], [0.0, -0.3, 0.0], [-0.3, -0.3, 0.1], [0.1, 0.2, 0.0], [0.0, -0.1, -0.1], [0.0, 0.0, 0.0], [0.0, 0.0, 0.0], [0.1, 0.1, 0.1], [0.0, 0.0, 0.0], [0.0, 0.0, 0.0], [0.0, 0.0, 0.0], [0.1, 0.0, -0.2], [0.0, 0.0, 0.0], [0.0, 0.0, 0.0], [0.0, 0.0, 0.0], [0.0, 0.0, 0.0], [0.0, 0.0, 0.0], [0.0, 0.0, 0.0], [0.0, 0.0, 0.0], [0.0, 0.0, 0.0], [0.0, 0.0, 0.0], [0.0, 0.0, 0.0], [0.0, 0.0, 0.0], [0.0, 0.0, 0.0], [0.0, 0.0, 0.0], [0.0, 0.0, 0.0], [0.0, 0.0, 0.0], [0.0, 0.0, 0.0], [0.0, 0.0, 0.0], [0.0, 0.0, 0.0], [0.0, 0.0, 0.0], [0.0, -0.1, 0.0], [0.0, 0.0, 0.0], [0.0, 0.0, 0.0], [0.0, 0.0, 0.0], [0.0, 0.0, 0.0], [0.0, 0.0, 0.0], [0.0, 0.0, 0.0], [0.0, 0.0, 0.0], [0.0, 0.0, 0.0], [0.0, 0.0, 0.0], [0.0, 0.0, 0.0], [0.0, 0.0, 0.0], [0.0, 0.0, 0.0], [0.0, 0.0, 0.0], [0.0, 0.0, 0.0], [0.0, 0.0, 0.0], [0.0, 0.0, 0.0], [0.1, 0.0, -0.1], [-0.1, -0.1, 0.0], [0.1, 0.0, 0.0], [0.0, 0.0, 0.0], [0.0, 0.0, 0.0], [0.0, 0.0, 0.0], [0.0, 0.0, 0.0], [0.0, 0.0, 0.0], [0.0, 0.0, 0.0], [0.0, 0.0, 0.0], [0.0, 0.0, 0.0], [0.0, 0.0, 0.0], [0.0, 0.0, 0.0], [0.0, 0.0, 0.0], [0.0, 0.0, 0.0], [0.0, 0.0, 0.0], [0.0, 0.0, 0.0], [0.0, 0.0, 0.0], [0.0, 0.0, 0.0], [0.0, 0.0, 0.0], [0.0, 0.0, 0.0], [0.0, 0.0, 0.0], [0.0, 0.0, 0.0], [0.0, 0.0, 0.0], [0.0, 0.0, 0.0], [0.0, 0.0, 0.0], [0.0, 0.0, 0.0], [0.0, 0.0, 0.0], [0.0, 0.0, 0.0], [0.0, 0.0, 0.0], [0.0, 0.0, 0.0], [0.0, 0.0, 0.0], [0.0, 0.0, 0.0], [0.0, 0.0, 0.0], [0.0, 0.0, 0.0], [0.0, 0.0, 0.0], [0.0, 0.0, 0.0], [0.0, 0.0, 0.0], [0.0, 0.0, 0.0], [0.0, 0.0, 0.0], [0.0, 0.0, 0.0], [0.0, 0.0, 0.0], [0.0, 0.0, 0.0], [0.0, 0.0, 0.0], [0.0, 0.0, 0.0], [0.0, 0.0, 0.0], [0.0, 0.0, 0.0], [0.0, 0.0, 0.0], [0.0, 0.0, 0.0], [0.0, 0.0, 0.0], [0.0, 0.0, 0.0], [0.0, 0.0, 0.0], [0.0, 0.0, 0.0], [0.0, 0.0, 0.0], [0.0, 0.0, 0.0], [0.0, 0.0, 0.0], [0.0, 0.0, 0.0], [0.0, 0.0, 0.0], [0.0, 0.0, 0.0], [0.0, 0.0, 0.0], [0.0, 0.0, 0.0], [0.0, 0.0, 0.0], [0.0, 0.0, 0.0], [0.0, 0.0, 0.0], [0.0, 0.0, 0.0]],
  "lowdin_charge": [1.385, -0.066, -0.362, -0.079, -0.275, -0.002, -0.083, -0.120, 0.088, -0.578, -0.059, -0.058, -0.002, -0.298, 0.041, -0.367, -0.064, -0.055, -0.121, -0.081, -0.002, -0.282, 0.103, -0.358, -0.070, -0.058, 0.082, 0.071, 0.068, 0.142, 0.063, 0.071, 0.085, 0.102, 0.134, 0.122, 0.127, 0.102, 0.104, 0.079, 0.063, 0.082, 0.086, 0.083, 0.058, 0.119, 0.103, 0.141, 0.046, 0.078, 0.085, 0.051, 0.082, 0.074, -0.310, 1.433, -0.620, -0.513, -0.105, -0.071, -0.077, -0.164, 0.039, 0.370, -0.196, -0.166, -0.184, -0.521, -0.425, -0.044, -0.039, -0.063, -0.171, 0.020, 0.400, -0.196, -0.198, -0.174, 0.485, -0.175, -0.146, -0.175, 0.000, 0.001, -0.030, 0.057, 0.102, 0.095, 0.102, 0.037, 0.004, 0.031, 0.046, 0.043, -0.002, 0.001, 0.002, 0.049, 0.074, 0.114, 0.110, 0.073, 0.003, 0.021, 0.038, 0.013, 0.035, 0.020, 0.022, 0.025, 0.036, 0.029, -0.001, 0.042, 0.018, 0.034, 0.025, -0.009, -0.005, 0.051],
  "total_energy_ha": -3166.40476,
  "e_homo_ev": -6.675,
  "total_charge": 0,
  "gap_ev": 7.262,
  "max_force_ev_per_a": 0.47
}